# 1
Density functional theory data (the ωB97M-V functional and the def2-TZVPD basis) for C34H23N8O7P2V as an isolated structure at a distorted geometry.

**DFT total energy**: -3901.37382 a.u.
**Kohn-Sham gap (spin up / spin down)**: 5.13 / 5.12 eV
**LUMO energy (spin up / spin down)**: 0.039 / 0.039 Eh
**Energy above the lowest of the compared OMol25 structures with the same formula, charge and spin**: 0.0 kJ/mol

ORCA input file:
```
! wB97M-V def2-TZVPD RIJCOSX def2/J DEFGRID3
* xyz -1 2
V 0.25788 -0.44898 -0.03865
P -2.52994 1.78798 1.57613
P 0.37467 1.68099 3.36921
O 1.26557 0.52468 3.47126
O 0.43828 2.53776 4.71083
O 0.71113 2.68125 2.15759
O -0.27179 -0.07170 1.37278
O -2.40631 3.40408 1.53543
O -2.02611 2.60937 3.98301
O -3.86583 1.27906 1.90301
N -1.59405 -0.79735 -0.75824
N 0.63904 -2.41668 -0.45950
N 2.24841 -0.23476 -0.43647
N 0.09979 1.43005 -0.78765
N 2.39608 2.07108 -1.18473
N 3.01080 -2.48642 -0.07225
N -1.56813 -3.17699 -1.15264
N -2.17716 1.42182 -0.06148
C -1.91622 0.23182 3.85501
C 3.18126 -1.18948 -0.22932
C -0.15497 -5.94964 -1.14231
C 6.70508 1.00825 -0.75534
C 0.00717 5.80813 -2.11691
C -6.15772 -0.69651 -1.11567
C 2.90647 0.95777 -0.80366
C 0.42586 3.54045 -1.49115
C -4.67977 -2.58834 -1.51151
C 2.54616 -5.52621 -0.40257
C -0.33088 -3.37026 -0.84537
C 1.81295 -3.03488 -0.29046
C -1.08753 2.05228 -0.71322
C -2.53369 0.13584 -0.56251
C -1.48695 1.52221 3.16701
C -3.81027 -0.39884 -0.83791
C 2.07506 -6.79769 -0.68111
C 1.05319 2.30718 -1.21075
C 4.35121 0.72299 -0.71371
C 4.52324 -0.60013 -0.32798
C -5.11403 0.12846 -0.79091
C 5.78288 -1.14841 -0.15205
C -1.37597 5.63326 -1.84545
C 6.87640 -0.32317 -0.36359
C -3.59065 -1.75776 -1.19678
C -5.94045 -2.05141 -1.47434
C 0.31617 -4.67547 -0.85275
C 1.64628 -4.47332 -0.48875
C -2.19163 -1.98291 -1.10563
C -1.86782 4.43983 -1.39037
C 5.44126 1.54809 -0.94082
C -0.96185 3.37049 -1.19057
C 0.90038 4.78384 -1.94791
C 0.73869 -7.00332 -1.04769
H 7.57904 1.62720 -0.91673
H -2.17201 3.36121 3.38859
H -5.27478 1.15097 -0.47691
H -1.49439 0.20352 4.86202
H -2.05250 6.46242 -2.01194
H 3.57616 -5.34552 -0.12448
H -1.79963 3.73015 0.84888
H -1.54701 -0.62835 3.30244
H -3.00172 0.20461 3.91256
H 0.35373 6.77199 -2.46882
H -7.17221 -0.31847 -1.08504
H 1.60222 2.56392 1.80439
H 5.30014 2.57572 -1.24866
H 2.74469 -7.64618 -0.61854
H 1.95407 4.91559 -2.15992
H -2.92515 4.30741 -1.19294
H 0.39995 -8.00970 -1.26150
H 7.87804 -0.71098 -0.22781
H -0.43718 2.95223 4.83624
H -6.79498 -2.67291 -1.71431
H -4.51538 -3.62627 -1.77218
H -1.18711 -6.10326 -1.42786
H 5.89441 -2.18365 0.14197
*
```

# 2
Density functional theory data (the ωB97M-V functional and the def2-TZVPD basis) for a 9-piece molecular cluster, C45H42Br2F7NO2 overall at a distorted geometry.

**DFT total energy**: -7792.08696 a.u.
**Kohn-Sham gap**: 8.65 eV
**LUMO energy**: -0.009 Eh
**SMILES string**: C[N+](=O)[O-].Fc1ccccc1.Fc1ccccc1.Fc1ccccc1.Fc1ccccc1.Fc1ccccc1.Fc1ccccc1.Fc1ccccc1.BrCCBr

ORCA input file:
```
! wB97M-V def2-TZVPD RIJCOSX def2/J DEFGRID3
* xyz 0 1
Br 19.00184 0.20756 39.29076
Br 19.21070 0.11322 34.54985
F 22.02822 3.23764 36.46741
F 20.12567 14.66639 35.02841
F 18.83598 3.41529 32.07145
F 22.47615 12.25111 38.63002
F 23.60299 11.21323 32.01165
F 21.19333 8.12533 37.10649
F 15.61426 6.91221 35.23550
O 19.54692 4.08282 40.89084
O 19.53700 2.37773 42.26808
N 20.09691 3.28755 41.62567
C 17.83368 4.28503 31.80126
C 24.09557 11.77296 35.49567
C 21.65731 11.06190 30.82780
C 20.39539 7.07282 36.74079
C 24.06070 9.58394 36.64934
C 16.96967 6.05992 30.40853
C 12.71541 4.89704 37.31656
C 20.52648 10.42764 30.51157
C 16.63703 4.32112 32.53059
C 21.00682 8.77142 32.19223
C 19.69902 13.39668 35.40496
C 20.31825 12.35170 34.78369
C 24.31598 10.41334 35.56446
C 23.47875 4.73497 35.38479
C 21.69269 3.80493 34.20573
C 22.46931 10.56331 31.82441
C 22.39541 3.88335 35.34746
C 18.94371 -0.51259 37.39588
C 20.22707 9.25320 31.10670
C 18.26181 11.96440 36.66089
C 12.35674 5.85244 36.37880
C 19.23221 5.86701 35.01501
C 19.07359 4.75037 35.82824
C 23.44146 10.23595 37.72551
C 23.11964 5.45835 33.13410
C 23.35810 12.39581 36.51902
C 23.06747 11.60463 37.65183
C 15.68719 5.88620 30.95407
C 22.18630 9.39179 32.55076
C 15.55730 5.08066 32.08844
C 13.39678 6.48987 35.58796
C 14.01602 4.46523 37.44723
C 18.80543 10.86635 35.95851
C 18.72360 13.24954 36.35655
C 21.50699 3.14245 41.37593
C 19.40880 0.62446 36.39682
C 19.91788 7.01815 35.46351
C 22.07667 4.53958 33.08392
C 17.99711 5.19476 30.75446
C 19.89762 11.07038 35.07516
C 14.70114 6.15269 35.80341
C 19.53956 4.82396 37.20495
C 23.84607 5.55351 34.28334
C 15.04180 5.14410 36.74344
C 20.16876 6.00419 37.61365
H 21.15759 12.55902 34.13645
H 17.31365 6.75835 29.66003
H 20.77521 3.23517 34.20706
H 17.90175 -0.78510 37.22805
H 18.85378 1.54582 36.57331
H 18.47183 3.94284 35.43813
H 14.87544 6.52044 30.62972
H 16.03492 4.72901 36.83185
H 18.98426 5.19107 30.31638
H 24.90067 9.90240 34.81381
H 19.86440 10.83639 29.76258
H 16.38810 3.63586 33.32738
H 18.72140 5.86674 34.06344
H 19.34883 8.67731 30.85479
H 21.93760 11.97780 30.32886
H 11.35020 6.24340 36.35776
H 14.62139 4.93661 32.60778
H 17.45646 11.77207 37.35430
H 22.99876 13.39250 36.30953
H 23.57964 6.00965 32.32733
H 21.59056 2.39310 40.58879
H 21.99870 2.80493 42.28830
H 21.90054 4.10109 41.03793
H 13.12895 7.32756 34.96111
H 20.32328 10.19848 34.60080
H 18.43046 14.04144 37.02988
H 20.08669 7.82481 34.76551
H 20.45241 0.87283 36.58984
H 19.44037 4.04162 37.94286
H 20.48184 6.22363 38.62371
H 14.25976 3.73636 38.20600
H 20.66425 7.90327 32.73571
H 19.51610 -1.43343 37.28396
H 22.85658 8.95012 33.27329
H 18.48220 9.88058 36.25882
H 24.30464 8.53268 36.69104
H 23.23942 9.59344 38.56977
H 24.34209 12.31466 34.59444
H 11.93173 4.38874 37.85865
H 21.48341 4.51068 32.18192
H 24.06782 4.71417 36.28975
H 24.72700 6.17790 34.30568
*
```

# 3
Density functional theory data (the ωB97M-V functional and the def2-TZVPD basis) for C26H54IInO17P as an isolated structure at a distorted geometry.

**DFT total energy**: -3131.42641 a.u.
**Kohn-Sham gap**: 6.93 eV
**LUMO energy**: 0.075 Eh

ORCA input file:
```
! wB97M-V def2-TZVPD RIJCOSX def2/J DEFGRID3
* xyz -1 1
I 0.45691 2.12728 1.32347
In -1.87828 0.83489 -2.17909
P 3.40216 0.16550 -2.19930
O 3.85179 -1.33086 -1.87649
O -1.69303 1.75009 6.00119
O 0.63411 -4.73587 2.81525
O 2.70194 -4.01702 3.37693
O -9.75858 -2.47315 0.08464
O 4.08088 1.21567 -1.16025
O 6.04006 2.25452 -6.46659
O 0.30574 2.73078 6.39452
O 6.56332 0.79149 -8.10733
O -0.63353 1.24029 7.81303
O -1.77844 -1.35744 1.53563
O -2.16338 0.43663 2.73525
O 6.90667 3.02136 -8.28989
O -8.56863 -2.83466 1.85524
O 3.96505 0.49974 -3.50997
O 2.23613 -6.18061 2.90898
O -7.75799 -1.43791 0.27473
C 1.92931 -4.88699 3.06503
C 0.80524 -0.95239 -2.40242
C -1.00833 2.89094 -1.95560
C 2.79554 -1.11885 0.42722
C 0.15805 -3.38890 2.94271
C -0.52415 -0.86082 -1.61001
C -3.92304 -0.63558 -0.20325
C -1.46750 2.72516 0.57758
C -3.83931 0.67160 -1.05345
C -3.90555 -0.33656 1.29018
C 5.55980 1.16049 -5.64922
C 6.50323 1.90679 -7.65409
C 3.54488 -1.93512 -0.59911
C 3.73054 2.56337 -1.45820
C 4.18751 3.45745 -0.29737
C -1.41174 3.61411 -0.64440
C -7.37986 -2.60453 2.61389
C -2.52413 -0.49978 1.84616
C -9.93030 -1.82891 -1.17871
C -8.60879 -2.17347 0.69542
C -1.78380 2.47857 4.76943
C -0.58587 1.98379 6.70045
C 1.59029 0.37550 -2.33244
C 3.60831 -6.48801 3.14492
C 0.50081 1.39131 8.66403
C 7.43176 2.78985 -9.59224
H 1.38565 -1.80901 -2.06976
H 3.88651 -6.24805 4.17003
H 4.48783 -2.23636 -0.15258
H -0.27966 -0.75583 -0.54727
H 2.66337 2.72072 -1.58248
H 0.66225 -2.73417 2.23609
H 4.23558 2.92179 -2.34673
H -1.33060 0.15438 3.13997
H 5.03185 4.07306 -0.58280
H -4.22430 0.67186 1.52020
H 1.41084 1.08469 8.15109
H 1.40121 0.98425 -3.20297
H 2.65270 -1.76961 1.28822
H 5.21585 1.57710 -4.71909
H -1.92426 3.28725 1.38439
H 3.01363 -2.86122 -0.78825
H 3.38009 4.12387 -0.02346
H -7.46748 -3.19145 3.52414
H 6.36723 0.45904 -5.44636
H 1.22863 0.93550 -1.47647
H -1.01899 -1.82547 -1.70830
H 0.58971 2.42040 9.00860
H 0.07495 2.95304 -2.05496
H 7.71863 3.75836 -9.99493
H -9.93794 -0.74684 -1.06086
H -0.64976 4.37064 -0.44594
H -10.89215 -2.15068 -1.56891
H -4.82659 -1.16551 -0.48360
H 8.31209 2.14991 -9.54604
H -2.06492 1.83385 0.45417
H 3.35153 -0.27531 0.80580
H -0.90082 -3.39631 2.71123
H 1.79497 -0.83478 0.13015
H -1.41001 3.48832 -2.77012
H 4.72991 0.65684 -6.13552
H 0.29713 -3.03037 3.96240
H -4.51100 -1.06857 1.81794
H -2.72424 2.19892 4.30344
H -3.07455 -1.24474 -0.47809
H -9.14676 -2.12756 -1.87259
H 3.72442 -7.55699 2.98686
H -2.30602 0.61968 -3.92055
H -7.28872 -1.55185 2.87653
H 4.40804 2.87627 0.58892
H -0.96858 2.21159 4.10052
H -1.78505 3.55133 4.95653
H -2.33720 4.16106 -0.80499
H 4.24883 -5.95404 2.44487
H 6.67692 2.34601 -10.23996
H 0.51691 -1.11604 -3.43615
H -6.50134 -2.93398 2.06134
H 0.34117 0.74268 9.52137
H -4.64726 0.75473 -1.77126
H -3.95607 1.49791 -0.35026
*
```

# 4
Density functional theory data (the ωB97M-V functional and the def2-TZVPD basis) for a 5-piece molecular cluster, C23H36BN5O3 overall at a distorted geometry.

**DFT total energy**: -1422.18774 a.u.
**Kohn-Sham gap**: 8.19 eV
**LUMO energy**: -0.003 Eh
**SMILES string**: CCCN[C@H](OC=O)B(O)CC.c1cc[nH]c1.c1cc[nH]c1.c1cc[nH]c1.c1cc[nH]c1

ORCA input file:
```
! wB97M-V def2-TZVPD RIJCOSX def2/J DEFGRID3
* xyz 0 1
O -2.04828 0.80225 4.89239
O -1.00274 -0.32064 3.01925
O 0.83727 2.37617 3.78828
N -4.58083 -0.90649 0.86598
N -2.04395 -1.62920 -1.00303
N -0.64077 1.31268 1.29050
N 5.96369 0.98678 0.92783
N -1.60873 -0.42328 -4.77476
C 2.62430 0.38816 3.65098
C -6.55154 -1.64312 1.58373
C -5.31735 -1.18514 1.98778
C 7.90343 -0.08151 0.73492
C -1.66799 1.68201 -5.48591
C 3.04260 -0.99222 2.86753
C -1.97296 0.65018 3.54797
C 0.05677 0.34309 2.21847
C -2.49447 -2.15873 -2.18421
C -1.26037 -2.55297 -0.36166
C 7.26684 0.97176 1.35243
C -0.11293 1.24836 -0.12562
C 1.28711 2.06416 -0.37709
C -2.30160 0.86251 -6.45038
C -5.32709 -1.18967 -0.24829
C -1.25297 0.86240 -4.46014
C 6.94963 -0.72747 -0.08742
C 5.75965 -0.04909 0.05383
C -1.20382 -3.68208 -1.14770
C -2.25340 -0.43224 -5.98432
C 1.27473 3.62208 0.14292
C -6.55743 -1.64637 0.16839
C -1.98456 -3.43248 -2.30155
B 1.17761 1.03044 3.20595
H 5.26225 1.65685 1.21527
H -2.73545 1.27157 2.90250
H -2.25708 -0.70224 -0.65815
H -3.13630 -1.58481 -2.83909
H -0.68464 2.28408 1.66882
H -7.35982 -1.94365 2.23771
H -4.90188 -1.03259 2.97485
H 1.31017 3.59142 1.31521
H -2.74584 1.18250 -7.38405
H 7.62899 1.71066 2.05474
H -0.90053 1.67329 -0.91309
H 8.94260 -0.35558 0.86338
H 7.11278 -1.59469 -0.71403
H 0.56458 -0.53282 1.58602
H 2.13061 4.29417 -0.28858
H 3.59397 -0.79130 1.82789
H 3.87469 -1.51496 3.54546
H 2.58279 0.18134 4.80534
H -0.65950 -4.58817 -0.91490
H -7.37130 -1.94986 -0.47737
H -2.15731 -4.10925 -3.12827
H 4.78819 -0.21341 -0.39279
H -2.62051 -1.35688 -6.40934
H 2.24014 1.54718 0.10624
H -3.63443 -0.54880 0.86110
H 3.48859 1.17389 3.41959
H -0.81024 -2.32792 0.59600
H 1.48408 2.05833 -1.54738
H -1.53043 2.75444 -5.53376
H -1.42516 -1.23784 -4.20342
H 0.23290 4.09598 -0.19167
H 0.09764 0.12141 -0.45859
H -0.73494 1.08321 -3.53650
H 1.11499 2.37770 4.76944
H -4.92032 -1.04111 -1.23967
H 2.17582 -1.78250 2.77407
*
```

# 5
Density functional theory data (the ωB97M-V functional and the def2-TZVPD basis) for a 2-piece molecular cluster, C4H10O3 overall at a distorted geometry.

**DFT total energy**: -384.07753 a.u.
**Kohn-Sham gap**: 10.46 eV
**LUMO energy**: 0.023 Eh
**Energy above the lowest of the compared OMol25 structures with the same formula, charge and spin**: 189.3 kJ/mol
**SMILES string**: CCCC(=O)O.O

ORCA input file:
```
! wB97M-V def2-TZVPD RIJCOSX def2/J DEFGRID3
* xyz 0 1
O -1.53314 0.88164 -2.47736
O 0.44165 1.05760 -3.39844
O 1.09622 0.20156 3.32023
C -0.24151 0.77475 -2.44773
C -0.33936 -0.75677 -0.37752
C -0.14036 -0.49049 1.09134
C 0.40615 0.39153 -1.22804
H 0.72897 0.18931 1.32406
H -1.49974 -0.74606 -0.58950
H 0.31907 -1.32011 1.57690
H 0.70399 0.61482 4.13665
H 1.40844 0.06185 -1.31568
H -1.90521 0.42412 -3.28678
H 1.18125 -0.77358 3.42354
H -0.97766 -0.13242 1.71763
H 0.38280 1.25299 -0.48473
H -0.03154 -1.63074 -0.98458
*
```

Question: Which value of DFT total energy does entry 5 give?
Answer: -384.07753 a.u.

Question: Number 3 is which compound?
Answer: C26H54IInO17P